Computed, not measured: a structure of composition C41H45F8N6O19P4S2SbSr at a distorted geometry, with ωB97M-V/def2-TZVPD.

Geometry (Å):
Sr1 1.726 0.504 0.662
N1 0.814 3.211 4.767
C1 1.182 3.542 3.344
C2 1.349 5.040 3.201
P1 -0.307 2.859 2.403
O1 -0.632 3.949 1.320
O2 -1.349 2.778 3.487
O3 0.184 1.605 1.757
P2 2.709 2.516 3.027
O4 3.910 3.512 3.504
O5 2.937 2.254 1.566
O6 2.609 1.406 4.017
H1 -0.242 3.019 4.696
H2 1.053 3.957 5.416
H3 1.330 2.336 5.002
H4 0.429 5.556 3.475
H5 1.547 5.291 2.161
H6 2.178 5.406 3.810
H7 -0.957 3.545 0.434
H8 4.360 3.841 2.725
C3 5.193 -0.352 1.720
C4 4.617 -1.461 0.873
O7 5.574 -2.511 0.808
P3 3.122 -2.200 1.660
O8 2.770 -3.466 0.834
O9 3.647 -2.775 3.055
O10 1.981 -1.259 1.904
P4 4.238 -1.013 -0.903
O11 5.453 0.005 -1.288
O12 4.442 -2.286 -1.644
O13 2.960 -0.220 -0.966
H9 5.484 -0.755 2.690
H10 4.485 0.458 1.878
H11 6.071 0.052 1.216
H12 5.353 -2.998 -0.006
H13 2.183 -3.321 0.022
H14 3.077 -2.442 3.753
H15 6.022 -0.477 -1.891
C5 -2.641 2.213 -7.462
C6 -2.032 2.461 -6.094
S1 -1.709 4.201 -5.878
O14 -2.975 4.892 -5.866
O15 -0.710 4.587 -6.850
C7 -0.988 4.316 -4.259
C8 0.470 3.878 -4.275
N2 0.957 3.627 -2.933
C9 1.056 2.398 -2.362
N3 1.457 2.475 -1.105
C10 1.625 3.784 -0.829
C11 1.316 4.523 -1.938
N4 1.376 5.923 -2.091
O16 1.766 6.580 -1.140
O17 1.091 6.408 -3.185
C12 0.757 1.122 -3.062
H16 -2.845 1.151 -7.585
H17 -1.958 2.528 -8.248
H18 -3.572 2.764 -7.571
H19 -1.083 1.942 -5.978
H20 -2.697 2.167 -5.285
H21 -1.568 3.695 -3.577
H22 -1.093 5.357 -3.960
H23 1.092 4.621 -4.771
H24 0.572 2.937 -4.813
H25 1.964 4.134 0.128
H26 -0.301 1.057 -3.321
H27 1.006 0.280 -2.414
H28 1.352 1.022 -3.971
F1 1.318 -6.659 -5.923
C13 1.238 -5.776 -4.901
C14 0.759 -4.493 -5.110
F2 0.370 -4.124 -6.350
C15 0.681 -3.600 -4.060
F3 0.199 -2.371 -4.346
C16 1.064 -3.915 -2.747
S2 0.928 -2.781 -1.458
C17 1.542 -5.225 -2.585
F4 1.936 -5.647 -1.371
C18 1.631 -6.135 -3.621
F5 2.096 -7.381 -3.397
F6 -0.900 0.148 8.509
C19 -0.984 -0.161 7.180
C20 0.137 -0.007 6.389
C21 0.032 -0.312 5.039
C22 -1.159 -0.782 4.484
C23 -2.257 -0.928 5.323
C24 -2.183 -0.616 6.676
Sb1 -1.135 -1.163 2.336
C25 -3.253 -1.598 2.242
C26 -4.093 -0.537 1.908
C27 -5.458 -0.713 1.738
C28 -5.975 -1.982 1.907
F7 -7.319 -2.174 1.736
C29 -5.186 -3.060 2.242
C30 -3.821 -2.853 2.410
C31 -0.577 -3.236 2.615
C32 -0.049 -3.743 3.796
C33 0.403 -5.054 3.882
C34 0.320 -5.849 2.759
F8 0.761 -7.137 2.837
C35 -0.185 -5.385 1.562
C36 -0.631 -4.073 1.502
H29 1.064 0.338 6.827
H30 0.903 -0.175 4.409
H31 -3.198 -1.286 4.923
H32 -3.035 -0.724 7.333
H33 -3.674 0.452 1.761
H34 -6.111 0.107 1.474
H35 -5.633 -4.037 2.364
H36 -3.195 -3.698 2.668
H37 0.010 -3.116 4.679
H38 0.819 -5.455 4.796
H39 -0.192 -6.024 0.692
H40 -0.987 -3.688 0.555
C37 -3.271 -1.871 -2.646
N5 -2.963 -0.524 -2.213
C38 -3.463 0.570 -2.823
C39 -3.128 1.807 -2.413
C40 -2.164 1.940 -1.325
O18 -1.788 3.101 -1.011
N6 -1.716 0.837 -0.704
C41 -2.132 -0.389 -1.078
O19 -1.820 -1.427 -0.513
H41 -3.909 -1.815 -3.528
H42 -3.778 -2.414 -1.848
H43 -2.348 -2.402 -2.881
H44 -4.152 0.386 -3.643
H45 -3.572 2.688 -2.855

Summary:
- Total charge: -2
- Energy relative to the best compared isomer or geometry (same formula, charge and spin): 0.794 eV
- HOMO-LUMO gap: 5.9 eV
- LUMO energy: 3.211 eV